[1]
Entry from the Open Molecules 2025 dataset: a 11-piece molecular cluster, C44H58F27IN12PS overall (ωB97M-V/def2-TZVPD).

The geometry in XYZ format:
```
144
C44H58F27IN12PS, DFT ωB97M-V/def2-TZVPD
F 0.594 -2.735 -3.601
H 3.117 -0.061 -1.541
N 0.737 3.258 -6.546
H 7.743 4.830 7.799
H -1.880 1.612 -4.104
H -2.731 -6.160 -4.650
N -7.660 -0.437 8.919
P 4.522 1.020 0.743
H -2.351 3.134 -6.964
C 2.080 2.112 1.650
F -1.882 -2.756 -1.984
H 3.389 5.902 2.213
H -3.194 8.074 -0.271
C 1.967 4.402 2.683
H -2.875 -8.306 -8.293
C -0.643 -2.359 -1.632
C -3.657 -8.977 -7.950
N 7.310 -0.409 2.779
C 2.449 -0.676 -0.965
I 4.374 2.966 3.648
C 0.334 -3.314 -2.429
F -5.771 -0.242 0.612
H -6.916 -1.623 6.109
C -7.245 -0.522 7.854
C 1.388 -0.134 2.494
C -4.506 -9.365 -9.063
H 0.928 4.154 2.506
H -0.997 -0.010 0.006
H -0.960 0.100 -4.020
N -2.982 -8.593 -3.438
F -0.260 -4.481 -2.650
F -5.921 -3.484 2.176
H 4.857 -1.377 0.228
H -1.993 -4.658 -5.251
N -1.152 -6.922 -7.248
F -3.759 -2.027 2.169
C -3.331 6.491 -5.068
H -1.861 4.669 -7.669
C 5.669 -0.429 -1.507
H -3.063 6.529 -1.141
C 7.101 -0.735 3.857
C 5.434 2.426 0.037
F -3.250 -0.033 0.448
H 6.133 -1.962 5.239
F -7.052 -2.087 -0.390
H 6.437 2.043 -0.081
C -5.963 -1.100 1.620
C 0.516 -1.939 0.871
C 0.841 -0.419 1.055
F -2.912 1.873 1.429
F -4.922 1.234 2.685
N -0.304 6.982 0.189
H -1.277 0.803 2.882
N 1.599 1.268 2.729
H -5.641 -0.462 6.522
H -3.401 6.546 0.605
H -0.374 1.357 0.761
F -6.815 -4.180 0.286
H 2.620 2.092 -0.313
H -4.254 -8.474 -7.192
C 6.824 -1.122 5.226
H 6.266 5.404 7.000
C -0.289 3.422 -7.030
F -6.969 -0.628 2.367
H -0.423 1.412 -5.096
H -4.374 7.191 -3.408
C -4.703 -1.143 2.555
C -0.882 1.178 -4.136
H -1.656 3.165 -8.593
C -6.716 -0.631 6.507
C -1.436 7.000 0.030
C -1.448 -6.391 -6.277
C -2.284 -7.585 -1.149
C -0.521 0.299 0.927
F 1.479 -3.525 -1.777
C 5.337 -0.439 0.009
H 7.831 5.533 6.173
C 2.321 5.749 2.108
H 6.277 -0.471 0.539
C -0.606 -2.515 -0.086
H -3.198 -9.860 -7.510
H 2.107 5.804 1.051
H 2.090 4.478 3.751
F -0.509 -3.863 0.050
H 3.029 -1.429 -0.473
H 1.747 -1.105 -1.656
H -3.651 8.453 -4.419
H 4.043 2.598 -1.682
H -2.490 -6.516 -1.136
F 3.407 -1.428 1.951
C -2.862 7.040 -0.201
C 2.644 -0.965 2.973
H 5.120 0.325 -2.050
H 5.702 2.886 -2.056
F 1.595 -2.707 0.702
H 5.386 -1.373 -1.955
F 1.349 -1.863 4.763
H 5.490 3.194 0.793
F -1.794 -2.161 0.408
F 2.053 -3.286 3.264
C -3.505 7.459 -4.005
C -1.822 -5.714 -5.050
F -5.132 -1.505 3.774
N -3.193 5.773 -5.947
N -5.176 -9.671 -9.940
N 1.753 0.226 -0.006
H 0.628 -0.397 3.203
C 7.230 4.924 6.844
C -4.003 0.255 2.697
H -1.027 -5.820 -4.323
H 6.384 -0.277 5.753
N 0.528 2.049 -2.130
H -1.570 -0.858 2.504
C -1.615 3.615 -7.603
H 1.234 2.632 1.201
F -3.407 0.270 3.911
H -2.616 7.457 -3.377
N 6.874 2.571 5.805
F -0.515 -1.098 -2.105
C 2.681 1.349 0.472
C 7.031 3.608 6.265
C 4.951 3.042 -1.296
C 2.347 -2.174 3.930
F -5.060 -2.849 0.208
H 6.727 -0.310 -1.681
C -0.082 1.710 -3.047
H 7.750 -1.409 5.720
H 1.832 6.562 2.625
S -6.482 -2.788 0.885
H 1.104 0.711 -0.643
H -2.847 -8.066 -0.352
F 3.447 -2.423 4.649
H 4.842 4.113 -1.205
C -2.902 0.531 1.630
H 3.347 3.766 1.239
H -1.221 -7.749 -0.983
F -0.011 -2.283 2.085
F -7.895 -2.713 1.536
H 0.763 1.673 3.120
C 2.915 3.317 2.123
C -1.513 0.129 2.073
C -2.674 -8.147 -2.430
F 3.411 -0.157 3.710
H -7.185 0.113 5.866
```

Calculated values
Net charge = +1
Multiplicity = 1
Orbital gap = 7.61 eV
LUMO level = -0.0797 Ha

These are the Mulliken partial charges, in e, on atoms 1 to 99:
1 F -0.269
2 H 0.170
3 N -0.431
4 H 0.314
5 H 0.348
6 H 0.270
7 N -0.319
8 P 0.494
9 H 0.248
10 C 0.208
11 F -0.331
12 H 0.345
13 H 0.307
14 C -0.392
15 H 0.208
16 C 0.371
17 C -0.554
18 N -0.441
19 C -0.733
20 I 0.208
21 C 0.478
22 F -0.264
23 H 0.264
24 C 0.014
25 C -2.482
26 C 0.209
27 H 0.296
28 H 0.938
29 H 0.005
30 N -0.369
31 F -0.181
32 F -0.287
33 H 0.327
34 H 0.327
35 N -0.428
36 F -0.251
37 C 0.304
38 H 0.287
39 C -1.502
40 H 0.143
41 C 0.451
42 C -0.807
43 F -0.258
44 H 0.205
45 F -0.317
46 H 0.610
47 C 0.548
48 C 1.092
49 C 1.787
50 F -0.421
51 F -0.330
52 N -0.340
53 H 0.868
54 N 0.259
55 H 0.219
56 H 0.307
57 H 0.860
58 F -0.304
59 H 0.553
60 H 0.231
61 C -0.842
62 H 0.268
63 C 0.444
64 F -0.259
65 H 0.152
66 H 0.264
67 C 0.466
68 C -0.659
69 H 0.348
70 C -0.454
71 C 0.372
72 C 0.201
73 C -0.643
74 C -2.061
75 F -0.170
76 C -0.663
77 H 0.276
78 C -1.613
79 H 0.897
80 C -0.084
81 H 0.267
82 H 0.415
83 H 0.448
84 F -0.299
85 H 0.461
86 H -0.295
87 H 0.321
88 H 0.294
89 H 0.077
90 F -0.149
91 C -0.793
92 C -0.160
93 H 0.347
94 H 0.344
95 F -0.306
96 H 0.343
97 F -0.269
98 H 0.558
99 F -0.049



[2]
Entry from the Open Molecules 2025 dataset: one molecule with the formula C44H59N5O6 (ωB97M-V/def2-TZVPD).

The geometry in XYZ format:
```
114
C44H59N5O6, DFT ωB97M-V/def2-TZVPD
H -1.040 -2.725 2.155
C 3.738 -4.632 -3.268
H -3.003 0.041 0.655
C 0.739 5.896 2.199
H 3.004 2.226 -3.130
H 0.439 -5.404 1.301
O -1.853 -3.803 -2.783
H -4.427 3.284 -0.953
H 0.985 1.362 3.558
H 1.385 2.118 -2.416
C -2.674 2.016 -1.163
H 1.350 3.908 0.431
H -0.939 0.112 3.818
N 1.200 -0.080 0.660
H -4.514 1.218 3.885
H 1.760 1.201 -3.906
O -2.361 6.373 0.299
H -0.633 5.328 -0.956
H 2.104 2.809 1.630
C -3.331 -5.706 -2.354
C -2.024 0.145 3.969
C 1.406 -1.086 -0.313
C 2.641 0.373 -2.111
H -4.878 0.842 2.172
C 0.151 -4.611 0.601
H -4.147 -5.043 -2.053
C 1.673 0.049 1.947
C -2.907 4.363 2.822
H -1.521 -5.736 -3.527
H 5.675 -3.823 -3.809
H -0.088 0.413 -2.909
H 2.713 4.452 1.431
H 1.620 3.194 4.154
H 3.110 -5.502 -3.501
H 2.710 -2.509 1.593
H 4.218 0.108 -3.540
C 3.529 0.883 -0.984
H -3.770 -6.568 -2.863
H -3.237 1.091 -1.317
H -3.647 5.131 3.046
C -0.994 2.451 2.075
H 1.728 6.304 1.949
H 4.040 -1.258 -2.408
H -2.924 -1.346 1.770
C 2.248 -3.438 1.251
H 4.369 1.421 -1.435
H 2.441 -4.221 1.992
H -2.830 -6.088 -1.458
C 0.162 0.767 0.461
C -2.376 -5.074 -3.332
C -0.811 -3.379 -3.520
H 3.940 -4.605 -2.187
C -1.554 4.606 3.013
C 5.034 -4.680 -4.044
H 4.853 -4.703 -5.124
H -1.429 -0.064 -0.479
H 3.939 0.072 -0.379
C -0.577 3.747 2.481
H -0.945 -4.579 0.595
H 0.837 4.715 4.629
H -1.444 -0.460 1.417
C -0.622 0.590 -0.811
C 0.751 -3.273 1.042
C -0.532 3.158 -1.103
C -2.774 0.616 2.717
H 2.499 -0.540 2.308
C -2.335 2.064 2.346
C 2.157 1.551 -2.948
H -2.235 0.829 4.802
H -1.271 5.527 3.525
H 3.004 1.598 -0.345
C -2.571 4.379 -0.841
C -1.274 1.967 -1.066
C 1.800 3.837 1.427
H 5.575 -5.591 -3.772
C 1.457 -0.427 -1.561
C 3.496 -0.517 -3.001
C -0.646 -2.207 -0.730
N -3.112 5.422 -0.034
C -4.270 0.563 3.041
C -1.175 4.387 -1.006
C -3.346 3.222 -1.037
H -4.359 2.878 2.328
C 0.036 -2.863 2.331
H 0.446 -1.933 2.737
H 0.150 -3.639 3.099
C 0.850 4.382 2.478
C 0.061 -0.121 -1.955
H 2.860 -1.039 -3.722
O 1.422 -4.223 -2.298
C -3.293 3.083 2.450
H 0.512 -4.879 -0.397
H -4.548 -0.461 3.325
C -0.756 -1.427 -1.991
N -0.023 1.463 1.633
H 2.708 -3.726 0.300
H 0.059 6.103 1.363
H -2.871 -4.840 -4.285
H -2.367 -0.861 4.248
H -1.447 -2.927 -0.542
O -0.464 -3.913 -4.554
O 3.030 -3.422 -3.650
H 0.554 3.140 -1.197
C 0.945 0.990 2.550
N -0.126 -2.225 -2.973
H 0.388 6.446 3.081
C 1.822 -3.326 -3.053
C 1.473 4.241 3.871
N 1.161 -2.137 -3.359
C 0.517 -2.222 -0.043
H -1.817 -1.283 -2.278
C -2.523 -0.340 1.568
O -4.294 5.292 0.359
H 2.453 4.738 3.886
```

Calculated values
Net charge = 0
Multiplicity = 1
Orbital gap = 4.80 eV
LUMO level = -0.0523 Ha

These are the Mulliken partial charges, in e, on atoms 1 to 99:
1 H 0.114
2 C 0.012
3 H 0.162
4 C -1.701
5 H 0.401
6 H 0.423
7 O -0.199
8 H 0.462
9 H 0.613
10 H 0.620
11 C 0.095
12 H 0.092
13 H 0.141
14 N 1.451
15 H 0.429
16 H 0.436
17 O -0.608
18 H 0.424
19 H 0.306
20 C -1.199
21 C -1.617
22 C -0.907
23 C 2.209
24 H 0.472
25 C -1.754
26 H 0.295
27 C -1.789
28 C -1.497
29 H 0.331
30 H 0.296
31 H 1.005
32 H 0.711
33 H 0.238
34 H 0.307
35 H 0.073
36 H 0.445
37 C -1.694
38 H 0.421
39 H 0.383
40 H 0.351
41 C 0.077
42 H 0.392
43 H 0.405
44 H 0.873
45 C -1.342
46 H 0.597
47 H 0.440
48 H 0.255
49 C -0.235
50 C -0.265
51 C 0.193
52 H 0.114
53 C -0.354
54 C -1.361
55 H 0.315
56 H -1.675
57 H 0.155
58 C -0.373
59 H 0.337
60 H 0.357
61 H -1.155
62 C 2.228
63 C 1.618
64 C 0.669
65 C 1.813
66 H 0.726
67 C 0.040
68 C -2.175
69 H 0.394
70 H 0.246
71 H 0.137
72 C -0.705
73 C 0.926
74 C -1.940
75 H 0.417
76 C -0.440
77 C -2.295
78 C -0.707
79 N 1.100
80 C -2.288
81 C -1.207
82 C -0.983
83 H 0.392
84 C -1.468
85 H 0.241
86 H 0.543
87 C 2.209
88 C -0.463
89 H 0.547
90 O -0.740
91 C 0.275
92 H 0.234
93 H 0.410
94 C -0.635
95 N 1.805
96 H 0.107
97 H 0.294
98 H 0.282
99 H 0.426



In order of appearance, maximum force = 2.8, 6.0 eV/A.
In order of appearance, HOMO energy = -0.3596, -0.2287 Ha.
In order of appearance, relative energy (zero: lowest compared OMol25 entry of this formula, charge and spin) = 0.00, 161.86 kJ/mol.